1.
Computed, not measured: a structure of composition C5H14N2O in a non-equilibrium geometry, with ωB97M-V with the def2-TZVPD basis set.

Geometry as XYZ:
```
22
Properties=species:S:1:pos:R:3:nbo_charge:R:1
C 0.833 0.466 0.512 -0.02
C -0.960 1.115 0.561 0.08
C 0.480 -0.647 -0.347 0.00
C -1.768 1.260 -0.709 -0.67
C -0.365 -1.783 0.170 -0.64
N 1.703 1.461 0.026 -0.83
N 2.220 -1.300 -0.402 -0.94
O -1.634 0.490 1.624 -0.74
H -2.573 0.343 1.443 0.47
H 1.017 0.205 1.553 0.21
H -0.666 2.101 0.925 0.16
H 0.303 -0.396 -1.391 0.20
H 1.861 1.396 -0.974 0.36
H 2.605 1.414 0.489 0.38
H 2.252 -2.179 0.116 0.34
H 2.401 -1.566 -1.372 0.34
H -1.174 1.705 -1.510 0.23
H -2.165 0.298 -1.049 0.20
H -2.638 1.905 -0.532 0.22
H -1.431 -1.624 -0.019 0.21
H -0.103 -2.708 -0.348 0.22
H -0.198 -1.957 1.234 0.22
```

## Properties
spin multiplicity = 1
HOMO energy = -7.82 eV
energy above the lowest of the compared OMol25 structures with the same formula, charge and spin = 90.33 kcal/mol



2.
Computed, not measured: a cluster of 2 separate species, C5H14N2O in total in a non-equilibrium geometry, with ωB97M-V with the def2-TZVPD basis set.

Geometry as XYZ:
```
22
Properties=species:S:1:pos:R:3:nbo_charge:R:1
C -1.493 1.099 -0.532 -0.65
C -0.052 0.922 -0.795 -0.02
C 0.744 -0.217 -0.107 -0.49
C 0.151 -1.503 -0.474 0.17
C 0.245 -2.515 0.349 -0.46
N -0.228 -1.479 -1.925 -0.85
N 0.700 2.177 -0.165 -0.86
H -1.619 0.698 0.519 0.21
H -1.876 2.155 -0.658 0.22
H -2.120 0.314 -0.946 0.23
H 0.133 0.818 -1.886 0.18
H 1.781 -0.082 -0.305 0.23
H 0.667 0.019 0.977 0.24
H -0.072 -3.565 0.090 0.20
H 0.548 -2.368 1.464 0.21
H -0.513 -2.340 -2.282 0.37
H 0.588 -1.060 -2.594 0.38
H 0.689 1.981 0.857 0.35
H 0.356 2.970 -0.492 0.34
H -0.200 0.331 3.570 0.48
H 0.648 1.533 3.077 0.48
O 0.015 0.874 2.825 -0.95
```

## Properties
SMILES string = C=C(N)C[C@@H](C)N.O
spin multiplicity = 1
HOMO energy = -8.58 eV
energy above the lowest of the compared OMol25 structures with the same formula, charge and spin = 84.26 kcal/mol



3.
Computed, not measured: a cluster of 2 separate species, C5H14N2O in total in a non-equilibrium geometry, with ωB97M-V with the def2-TZVPD basis set.

Geometry as XYZ:
```
22
Properties=species:S:1:pos:R:3:nbo_charge:R:1
C -1.250 0.036 -1.344 0.57
C 1.597 -0.637 1.128 -0.39
C 0.134 -0.437 1.693 -0.61
C -1.726 -1.356 -1.595 -0.68
C 2.411 0.648 1.148 -0.62
N 0.633 1.438 -1.473 -0.59
N -2.145 0.987 -0.881 -0.83
O -0.038 0.292 -1.660 -0.23
H 0.024 2.150 -1.056 0.25
H -1.868 1.957 -0.988 0.41
H -3.119 0.738 -0.958 0.41
H 1.588 -1.070 0.127 0.20
H 2.059 -1.378 1.787 0.19
H -2.569 -1.362 -2.286 0.22
H -0.456 0.319 1.176 0.20
H 0.221 -0.095 2.726 0.20
H -0.391 -1.388 1.689 0.20
H -0.921 -1.935 -2.028 0.25
H -2.036 -1.826 -0.661 0.23
H 3.459 0.438 0.948 0.20
H 2.048 1.342 0.386 0.24
H 2.344 1.139 2.121 0.19
```

## Properties
spin multiplicity = 1
HOMO energy (spin up / spin down) = -7.20 / -7.20 eV
energy above the lowest of the compared OMol25 structures with the same formula, charge and spin = 112.26 kcal/mol